Record 1
2 unconnected molecules or ions with the total composition C4H13N2O, computed with ωB97M-V/def2-TZVPD.

Positions of all 20 atoms, in Å:
1 C -1.5902 -0.7560 -0.1740
2 C -0.4333 -1.7168 -0.4348
3 C 0.1302 -1.6503 -1.8452
4 N 0.6802 -1.2939 0.5444
5 H -2.0345 -0.9255 0.8064
6 H -1.1841 0.2582 -0.2589
7 H -2.3547 -0.8913 -0.9351
8 H -0.6672 -2.7452 -0.1630
9 H 0.4886 -0.6546 -2.1042
10 H -0.6649 -1.9740 -2.5155
11 H 0.9154 -2.4009 -1.9531
12 H 0.4032 -1.4528 1.5141
13 H 1.5080 -1.8743 0.3770
14 H 0.9370 -0.3139 0.3615
15 C 1.1609 2.7647 0.9929
16 N 0.0736 3.4057 1.2552
17 O 1.2296 1.5510 0.6124
18 H 2.1030 3.3201 1.1489
19 H 0.1432 4.3802 1.5350
20 H -0.8440 2.9697 1.2359

## Properties
- Charge: +2
- Energy relative to the best compared isomer or geometry (same formula, charge and spin): 161.0 kJ/mol
- Gap between HOMO and LUMO (alpha / beta): 11.189 / 6.065 eV
- Spin multiplicity: 2
- <S²>: 0.755
- Total energy: -9367.333 eV

Results of the Mulliken charge analysis, in e, for atoms 1 through 6:
1. C -1.16
2. C 0.18
3. C -1.26
4. N -0.23
5. H 0.40
6. H 0.26

Record 2
2 unconnected molecules or ions with the total composition C9H14NS, computed with ωB97M-V/def2-TZVPD.

Positions of all 25 atoms, in Å:
1 C 0.7029 2.2340 0.4901
2 C 1.3713 2.1283 -0.6935
3 C 0.8205 1.2408 1.5200
4 C 2.2686 1.0789 -0.8859
5 C 1.7294 0.2194 1.2915
6 C 2.4939 0.1927 0.0962
7 C -2.3274 -0.3749 0.5424
8 C -0.2110 -1.4452 0.8942
9 C -1.1628 -1.2343 -1.3956
10 N -1.1710 -1.0471 0.0317
11 S 3.7289 -1.1236 -0.0726
12 H 0.0600 3.1358 0.5929
13 H 1.2911 2.9964 -1.3050
14 H 0.3144 1.1365 2.3920
15 H 2.7737 1.0454 -1.8416
16 H 1.8995 -0.6072 1.9782
17 H -2.4914 -0.5279 1.6198
18 H -2.3816 0.6929 0.4122
19 H -3.3592 -0.5581 0.0521
20 H -0.4692 -1.3487 1.8940
21 H 0.7328 -1.7889 0.4690
22 H 4.4501 -0.5286 -1.1819
23 H -1.8219 -2.1571 -1.6584
24 H -1.7989 -0.4428 -1.8468
25 H -0.1027 -1.5703 -1.6560

## Properties
- Charge: +1
- Energy relative to the best compared isomer or geometry (same formula, charge and spin): 161.2 kJ/mol
- Gap between HOMO and LUMO: 7.143 eV
- Spin multiplicity: 1
- Total energy: -21876.525 eV

Results of the Mulliken charge analysis, in e, for atoms 1 through 6:
1. C -0.49
2. C -0.60
3. C -0.67
4. C -0.39
5. C -0.68
6. C 0.52

Record 3
A gas-phase ion, H3N4O2 (charge -1), computed with ωB97M-V/def2-TZVPD.

Positions of all 9 atoms, in Å:
1 N 2.1133 -1.0836 0.1777
2 N 0.6575 -0.1746 -1.1941
3 N -0.6627 0.3199 -1.3190
4 N 0.9416 -0.5771 -0.0027
5 O 0.0941 -0.5036 0.9851
6 O 2.2546 -1.5074 1.5165
7 H -1.1230 0.1657 -0.4095
8 H -0.6073 1.3319 -1.4624
9 H 1.3629 -1.2619 1.8826

## Properties
- Charge: -1
- Energy relative to the best compared isomer or geometry (same formula, charge and spin): 154.3 kJ/mol
- Gap between HOMO and LUMO (alpha / beta): 4.492 / 8.358 eV
- Spin multiplicity: 3
- <S²>: 2.009
- Total energy: -10097.271 eV

Results of the Mulliken charge analysis, in e, for atoms 1 through 6:
1. N -0.62
2. N -0.75
3. N -0.43
4. N 1.40
5. O -1.08
6. O -0.39